Density functional theory data (wB97M-V/def2-TZVPD) for a 11-piece molecular cluster, C52H88N8O14 overall.

As for the orbital gap: 4.6 eV. The HOMO energy is -12.93 eV. As for the charge: +4.

Bonds (Å) are listed after each position.
Geometry (Å):
1 C 2.34 6.93 -6.43  C2 1.535, H11 1.083, H12 1.128, H13 1.091
2 C 2.21 8.33 -5.81  C1 1.535, C3 1.525, H14 1.062, H15 1.093
3 C 0.82 8.94 -5.94  C2 1.525, N4 1.521, H16 1.073, H17 1.088
4 N -0.03 8.94 -4.68  C3 1.521, C5 1.520, C9 1.460, C10 1.476
5 C -1.32 9.69 -4.97  N4 1.520, C6 1.518, H18 1.078, H19 1.109
6 C -2.19 8.94 -5.97  C5 1.518, C7 1.574, H20 1.074, H21 1.104
7 C -2.50 7.53 -5.35  C6 1.574, C8 1.534, H22 1.090, H23 1.059
8 C -1.18 6.80 -5.05  C7 1.534, C9 1.475, H24 1.133, H25 1.065
9 C -0.35 7.62 -4.15  N4 1.460, C8 1.475, H26 1.083, H27 1.094
10 C 0.64 9.83 -3.70  N4 1.476, H28 1.076, H29 1.104, H30 1.108
11 H 3.38 6.64 -6.51  C1 1.083
12 H 2.01 6.88 -7.51  C1 1.128
13 H 1.74 6.17 -5.92  C1 1.091
14 H 2.89 9.10 -6.07  C2 1.062
15 H 2.32 8.18 -4.74  C2 1.093
16 H 0.26 8.38 -6.67  C3 1.073
17 H 0.85 9.98 -6.25  C3 1.088
18 H -0.99 10.66 -5.29  C5 1.078
19 H -1.82 9.88 -3.99  C5 1.109
20 H -1.73 8.95 -6.94  C6 1.074
21 H -3.19 9.39 -6.12  C6 1.104
22 H -3.08 6.93 -6.05  C7 1.090
23 H -3.05 7.70 -4.46  C7 1.059
24 H -0.62 6.56 -6.00  C8 1.133
25 H -1.37 5.82 -4.69  C8 1.065
26 H 0.58 7.10 -3.94  C9 1.083
27 H -0.87 7.90 -3.23  C9 1.094
28 H 0.53 10.87 -3.95  C10 1.076
29 H 1.72 9.64 -3.63  C10 1.104
30 H 0.14 9.75 -2.72  C10 1.108
31 C -1.41 -4.45 1.59  C32 1.529, H41 1.115, H42 1.070, H43 1.049
32 C -1.65 -3.52 0.40  C31 1.529, C33 1.497, H44 1.126, H45 1.085
33 C -3.00 -2.87 0.32  C32 1.497, N34 1.495, H46 1.084, H47 1.126
34 N -2.98 -1.74 -0.66  C33 1.495, C35 1.493, C39 1.523, C40 1.522
35 C -2.25 -0.51 -0.25  N34 1.493, C36 1.537, H48 1.115, H49 1.081
36 C -2.26 0.63 -1.28  C35 1.537, C37 1.506, H50 1.112, H51 1.030
37 C -1.88 0.03 -2.60  C36 1.506, C38 1.569, H52 1.084, H53 1.117
38 C -2.73 -1.18 -3.11  C37 1.569, C39 1.510, H54 1.078, H55 1.074
39 C -2.65 -2.26 -2.06  N34 1.523, C38 1.510, H56 1.104, H57 1.133
40 C -4.42 -1.25 -0.73  N34 1.522, H58 1.088, H59 1.092, H60 1.079
41 H -1.81 -4.04 2.55  C31 1.115
42 H -0.39 -4.64 1.83  C31 1.070
43 H -1.87 -5.38 1.42  C31 1.049
44 H -1.60 -4.06 -0.59  C32 1.126
45 H -0.82 -2.82 0.32  C32 1.085
46 H -3.25 -2.48 1.30  C33 1.084
47 H -3.84 -3.58 0.10  C33 1.126
48 H -1.22 -0.88 0.01  C35 1.115
49 H -2.68 -0.21 0.70  C35 1.081
50 H -1.43 1.31 -0.99  C36 1.112
51 H -3.10 1.21 -1.17  C36 1.030
52 H -0.90 -0.43 -2.54  C37 1.084
53 H -1.87 0.77 -3.43  C37 1.117
54 H -2.26 -1.76 -3.89  C38 1.078
55 H -3.71 -0.96 -3.51  C38 1.074
56 H -1.60 -2.57 -1.93  C39 1.104
57 H -3.42 -3.09 -2.21  C39 1.133
58 H -4.63 -0.61 -1.58  C40 1.088
59 H -4.65 -0.79 0.23  C40 1.092
60 H -5.11 -2.08 -0.78  C40 1.079
61 C -6.27 0.57 8.31  C62 1.502, H68 1.067, H69 1.066, H70 1.078
62 C -5.80 -0.48 7.34  C61 1.502, O63 1.237, N64 1.344
63 O -4.98 -0.13 6.48  C62 1.237
64 N -6.24 -1.75 7.34  C62 1.344, H65 0.991, C67 1.475
65 H -6.72 -2.07 8.14  N64 0.991
66 H -5.10 0.17 4.86  O160 1.008
67 C -5.59 -2.67 6.39  N64 1.475, H71 1.066, H72 1.098, H73 1.089
68 H -5.76 0.43 9.24  C61 1.067
69 H -7.33 0.57 8.42  C61 1.066
70 H -5.82 1.46 7.92  C61 1.078
71 H -5.31 -2.17 5.49  C67 1.066
72 H -6.33 -3.47 6.28  C67 1.098
73 H -4.71 -3.14 6.82  C67 1.089
74 C -0.71 -4.94 -4.78  C75 1.446, H81 1.085, H82 1.049, H83 1.071
75 C 0.51 -4.32 -4.32  C74 1.446, O76 1.251, N77 1.355
76 O 0.61 -3.35 -3.54  C75 1.251
77 N 1.63 -4.93 -4.76  C75 1.355, H79 0.998, C80 1.437
78 H 1.85 -6.80 -3.88  O156 0.948
79 H 1.58 -5.59 -5.51  N77 0.998
80 C 2.85 -4.18 -4.59  N77 1.437, H84 1.039, H85 1.105, H86 1.105
81 H -1.02 -4.20 -5.51  C74 1.085
82 H -1.45 -5.02 -4.04  C74 1.049
83 H -0.52 -5.89 -5.24  C74 1.071
84 H 2.69 -3.17 -4.82  C80 1.039
85 H 3.55 -4.63 -5.32  C80 1.105
86 H 3.32 -4.25 -3.60  C80 1.105
87 C 1.08 9.14 8.36  N88 1.485, H101 1.067, H102 1.052, H103 1.089
88 N 0.95 7.83 7.68  C87 1.485, C89 1.351, C93 1.369
89 C 0.20 7.64 6.57  N88 1.351, C90 1.365, H104 1.050
90 C -0.04 6.41 6.02  C89 1.365, C91 1.409
91 C 0.76 5.37 6.52  C90 1.409, C92 1.374, C94 1.528
92 C 1.65 5.58 7.54  C91 1.374, C93 1.358, H106 1.138
93 C 1.76 6.81 8.10  N88 1.369, C92 1.358, H107 1.051
94 C 0.69 4.01 5.82  C91 1.528, C95 1.393, C99 1.392
95 C -0.52 3.54 5.32  C94 1.393, C96 1.448, H108 1.059
96 C -0.59 2.31 4.55  C95 1.448, N97 1.299, H109 1.083
97 N 0.51 1.77 4.10  C96 1.299, C98 1.408, C100 1.508
98 C 1.76 2.29 4.45  N97 1.408, C99 1.368, H110 1.107
99 C 1.81 3.35 5.31  C94 1.392, C98 1.368, H111 1.075
100 C 0.61 0.63 3.12  N97 1.508, H112 1.116, H113 1.116, H114 1.061
101 H 0.93 9.88 7.62  C87 1.067
102 H 2.07 9.28 8.68  C87 1.052
103 H 0.43 9.25 9.23  C87 1.089
104 H -0.24 8.52 6.19  C89 1.050
105 H -3.01 4.62 1.95  O148 1.045
106 H 2.31 4.72 7.88  C92 1.138
107 H 2.49 7.04 8.83  C93 1.051
108 H -1.45 4.01 5.55  C95 1.059
109 H -1.57 1.92 4.33  C96 1.083
110 H 2.58 1.80 3.89  C98 1.107
111 H 2.78 3.76 5.54  C99 1.075
112 H 0.46 1.11 2.12  C100 1.116
113 H -0.25 -0.03 3.37  C100 1.116
114 H 1.57 0.18 3.14  C100 1.061
115 C 4.74 -2.94 0.56  N116 1.445, H129 1.072, H130 1.114, H131 1.106
116 N 4.58 -4.38 0.45  C115 1.445, C117 1.311, C121 1.377
117 C 3.40 -4.94 0.58  N116 1.311, C118 1.370, H132 1.161
118 C 3.25 -6.30 0.53  C117 1.370, C119 1.381, H133 1.059
119 C 4.35 -7.08 0.24  C118 1.381, C120 1.397, C122 1.574
120 C 5.55 -6.46 -0.13  C119 1.397, C121 1.377, H134 1.090
121 C 5.65 -5.09 -0.03  N116 1.377, C120 1.377, H135 1.041
122 C 4.45 -8.65 0.24  C119 1.574, C123 1.350, C127 1.397
123 C 5.15 -9.28 -0.73  C122 1.350, C124 1.378, H136 1.119
124 C 5.22 -10.65 -0.65  C123 1.378, N125 1.339, H137 1.038
125 N 4.45 -11.37 0.18  C124 1.339, C126 1.318, C128 1.508
126 C 3.80 -10.77 1.16  N125 1.318, C127 1.385, H138 1.081
127 C 3.77 -9.38 1.21  C122 1.397, C126 1.385, H139 1.066
128 C 4.47 -12.87 0.06  N125 1.508, H140 1.080, H141 1.097, H142 1.068
129 H 5.74 -2.72 0.26  C115 1.072
130 H 4.65 -2.61 1.62  C115 1.114
131 H 3.92 -2.46 0.00  C115 1.106
132 H 2.47 -4.26 0.71  C117 1.161
133 H 2.32 -6.77 0.72  C118 1.059
134 H 6.44 -7.07 -0.29  C120 1.090
135 H 6.57 -4.61 -0.15  C121 1.041
136 H 5.60 -8.83 -1.65  C123 1.119
137 H 5.83 -11.21 -1.28  C124 1.038
138 H 3.16 -11.47 1.67  C126 1.081
139 H 3.24 -8.95 2.03  C127 1.066
140 H 3.60 -13.20 -0.49  C128 1.080
141 H 4.56 -13.22 1.09  C128 1.097
142 H 5.36 -13.06 -0.50  C128 1.068
143 O 2.07 -3.46 -1.37  C144 1.414, H147 1.018
144 C 1.46 -2.52 -0.51  O143 1.414, O145 1.287, O146 1.201
145 O 1.55 -2.88 0.72  C144 1.287
146 O 0.95 -1.55 -0.99  C144 1.201
147 H 1.66 -3.40 -2.30  O143 1.018
148 O -2.42 3.89 2.40  H105 1.045, H152 1.001
149 C 2.10 3.12 -5.19  O150 1.201, O151 1.169
150 O 2.90 2.25 -5.39  C149 1.201
151 O 1.34 3.93 -4.83  C149 1.169
152 H -2.98 3.09 2.21  O148 1.001
153 O 2.38 -9.56 -4.60  C154 1.317, H157 0.958
154 C 1.72 -8.43 -4.51  O153 1.317, O155 1.222, O156 1.324
155 O 0.74 -8.14 -5.18  C154 1.222
156 O 2.27 -7.61 -3.63  H78 0.948, C154 1.324
157 H 1.92 -10.19 -5.17  O153 0.958
158 O -5.27 2.19 2.46  C159 1.311, H162 0.995
159 C -4.79 1.16 3.11  O158 1.311, O160 1.343, O161 1.209
160 O -5.36 0.97 4.31  H66 1.008, C159 1.343
161 O -3.83 0.59 2.65  C159 1.209
162 H -6.15 2.50 2.79  O158 0.995